(1)
The following is a quantum chemistry calculation of a structure of composition C33H52Br2NO5S2, from the Open Molecules 2025 dataset.

As for the maximum force: 3.78 eV/Å. As for the charge: +1. The total energy comes out at -208536.6066 eV. The multiplicity is 1. The orbital gap comes out at 7.34 eV.

Each line ends with the Mulliken charge.
Cartesian coordinates (Å):
C: 4.7802 4.6889 -0.9848  -1.083
C: 4.7874 3.8828 -2.3141  0.382
Br: 5.9649 4.5806 -3.7216  -0.111
C: 4.0335 2.7572 -2.5437  -0.704
Br: 4.2371 1.9417 -4.3313  -0.084
C: 3.0617 2.1911 -1.4716  -0.778
N: 3.7215 1.1008 -0.6810  0.054
C: 3.3584 -0.1287 -0.9923  0.602
C: 3.9294 -1.3330 -0.2170  -0.891
C: 2.8587 -1.9803 0.7711  -0.487
C: 2.6156 -1.0974 2.0356  0.301
C: 1.3024 -0.4982 2.3099  -0.283
C: 1.0017 0.3353 3.4668  -0.523
C: 2.0555 0.6124 4.4359  -0.514
C: 3.3650 -0.0018 4.2043  -0.557
C: 3.6644 -0.8351 3.0454  -0.374
S: 2.1807 -0.0621 -2.3508  0.017
C: 1.6111 1.6697 -1.9386  0.886
C: 1.0881 2.6002 -3.0878  -0.430
C: -0.4757 2.8123 -3.1287  -0.417
C: -0.7082 4.3002 -3.6801  -1.341
C: -0.4517 5.2319 -2.4290  0.507
C: 0.7956 6.0111 -2.2917  -0.096
C: 1.0265 6.8301 -1.1018  -0.749
C: 0.0085 6.8676 -0.0391  -0.324
C: -1.2488 6.1278 -0.1416  -0.732
C: -1.4437 5.3161 -1.3418  -0.231
C: 0.7811 1.5161 -0.6011  -1.159
S: -0.6845 0.4081 -0.7344  0.842
O: -1.6222 0.8776 0.2910  -0.599
O: -0.3565 -1.0108 -0.6111  -0.502
H: 4.5872 5.7710 -1.2114  0.364
H: 4.0662 4.3169 -0.2138  0.280
H: 5.8297 4.6386 -0.5698  0.376
H: 2.7636 2.8958 -0.6387  0.641
H: 4.3651 1.3567 0.0727  0.375
H: 4.4260 -2.1021 -0.8631  0.417
H: 4.7374 -0.9238 0.4580  0.380
H: 1.9059 -2.1814 0.2025  0.231
H: 3.2086 -2.9915 1.1247  0.335
H: 0.4807 -0.6975 1.5846  0.524
H: -0.0223 0.7728 3.5774  0.412
H: 1.8312 1.2483 5.3217  0.380
H: 4.1491 0.2072 4.9766  0.335
H: 4.6895 -1.2762 2.9433  0.356
H: 1.5689 3.6079 -3.1256  0.221
H: 1.3627 2.0921 -4.0582  0.438
H: -0.9903 2.1127 -3.8438  0.301
H: -0.9833 2.7882 -2.1333  0.143
H: -1.7778 4.4544 -3.9633  0.414
H: 0.0190 4.5770 -4.4824  0.391
H: 1.5837 5.9611 -3.0766  0.403
H: 1.9564 7.4311 -0.9530  0.403
H: 0.1845 7.4733 0.8766  0.361
H: -2.0345 6.1432 0.6547  0.374
H: -2.3667 4.6953 -1.4818  0.355
H: 0.3648 2.5397 -0.3618  0.376
H: 1.3744 1.2005 0.2938  0.592
H: -1.3492 0.5614 -1.9477  0.148
C: -5.1782 1.2090 1.1606  -0.874
C: -5.0760 0.7933 2.6197  0.306
C: -4.3478 -0.5333 2.7650  -0.589
O: -6.3840 0.6814 3.1751  -0.564
H: -5.7420 0.4697 0.5834  0.276
H: -5.7123 2.1575 1.0682  0.325
H: -4.1877 1.3198 0.7127  0.080
H: -4.5498 1.5657 3.1857  0.294
H: -4.8847 -1.3312 2.2418  -0.082
H: -4.2903 -0.8267 3.8157  0.342
H: -3.3332 -0.4734 2.3624  0.152
H: -6.8587 0.0003 2.6820  0.347
C: -4.7308 -4.6188 0.4174  -1.169
C: -5.8468 -4.5292 1.4472  0.481
C: -6.5455 -5.8680 1.6258  -1.396
O: -6.7974 -3.5484 1.0323  -0.542
H: -5.1271 -4.9050 -0.5616  0.322
H: -4.2461 -3.6477 0.2921  0.249
H: -3.9762 -5.3502 0.7152  0.373
H: -5.4370 -4.1984 2.4043  0.292
H: -7.0030 -6.1962 0.6876  0.348
H: -7.3503 -5.7852 2.3590  0.339
H: -5.8461 -6.6373 1.9602  0.370
H: -7.1658 -3.8316 0.1865  0.341
C: 3.3290 -7.4519 -0.3538  -1.386
C: 2.4999 -6.1856 -0.2132  0.493
C: 1.2283 -6.2612 -1.0432  -1.252
O: 3.2760 -5.0585 -0.6313  -0.468
H: 3.6350 -7.6032 -1.3934  0.358
H: 4.2435 -7.3795 0.2387  0.340
H: 2.7686 -8.3290 -0.0248  0.385
H: 2.2439 -6.0291 0.8371  0.266
H: 1.4636 -6.3724 -2.1062  0.334
H: 0.6479 -5.3412 -0.9412  0.270
H: 0.6053 -7.1029 -0.7349  0.381
H: 3.5084 -5.1863 -1.5593  0.312

Force components x, y, z for each atom (eV/Å):
C 1.02 0.15 -0.68
C -0.88 -0.70 0.19
Br -0.84 -0.26 1.48
C 0.69 1.45 -0.09
Br -0.48 0.04 1.50
C -0.60 0.86 0.92
N -0.93 -0.70 -0.80
C 0.12 0.55 -0.35
C 0.23 0.17 0.76
C -0.44 -0.09 0.27
C -0.53 1.50 1.96
C 0.99 0.09 0.47
C 2.01 -0.55 -0.20
C 0.03 -1.56 -2.14
C -1.06 0.14 -0.56
C -1.84 0.73 -0.03
S 0.38 -1.08 0.81
C 2.66 -0.12 1.39
C -1.10 -1.36 -0.82
C -0.07 1.07 -1.10
C 0.03 0.32 2.25
C 0.71 1.54 1.41
C -1.45 -0.08 1.62
C -2.14 -1.19 0.30
C -0.34 -0.87 -1.31
C 1.80 -0.44 -2.09
C 1.34 0.47 -0.30
C -0.55 1.63 -1.25
S -2.10 -1.54 2.73
O 1.23 0.22 -1.40
O 0.52 1.55 -0.83
H 0.05 -1.02 0.24
H 0.54 0.31 -0.78
H -1.10 0.08 -0.31
H 0.81 0.10 -1.38
H -0.24 -0.43 -0.29
H -0.81 0.72 0.25
H -0.66 -0.26 -0.89
H 0.84 0.37 0.72
H -0.01 1.06 -0.66
H 0.73 0.07 0.72
H 1.10 -0.54 -0.09
H 0.44 -0.66 -0.81
H -0.69 -0.39 -0.97
H -1.10 0.44 0.11
H -0.07 -0.99 0.63
H -0.17 0.67 0.97
H 0.62 0.34 0.84
H 0.50 -0.13 -0.80
H 0.99 -0.23 -0.17
H -0.84 -0.37 0.44
H -0.77 0.12 0.56
H -0.93 -0.67 -0.34
H -0.06 -0.47 -0.89
H 0.96 0.08 -0.86
H 0.81 0.78 0.33
H 0.16 -1.06 -0.15
H -0.57 -0.22 -0.85
H 1.03 0.29 0.40
C 0.05 0.30 -0.14
C -0.27 -0.54 -0.45
C 0.22 -0.10 0.21
O 0.02 0.24 0.22
H 0.09 -0.09 0.07
H 0.05 -0.02 0.06
H -0.03 -0.04 0.00
H -0.19 0.00 0.09
H 0.00 0.10 -0.11
H 0.02 0.08 -0.03
H -0.04 -0.02 -0.03
H 0.08 0.05 0.05
C 0.23 0.16 0.04
C -0.17 -0.37 -0.60
C -0.09 -0.06 0.25
O 0.05 0.29 0.23
H -0.04 -0.11 0.08
H 0.00 -0.04 0.08
H -0.02 0.01 -0.05
H -0.15 0.16 -0.05
H 0.14 0.01 -0.04
H 0.09 0.01 0.01
H -0.05 0.00 -0.04
H 0.04 0.00 0.11
C 0.18 -0.03 0.21
C -0.02 -0.41 -0.62
C -0.20 0.18 0.09
O 0.10 0.43 0.21
H -0.15 0.00 -0.01
H -0.09 -0.01 0.03
H 0.04 0.02 -0.04
H 0.12 0.19 -0.05
H 0.06 -0.13 0.06
H 0.00 -0.06 0.07
H 0.02 0.03 -0.05
H -0.05 -0.10 0.11

(2)
The following is a quantum chemistry calculation of a cluster of 3 separate species, C33H53F4N6O6 in total, from the Open Molecules 2025 dataset.

As for the maximum force: 1.07 eV/Å. As for the charge: +1. The total energy comes out at -67166.6339 eV. The multiplicity is 1. The orbital gap comes out at 7.87 eV.

Each line ends with the Mulliken charge.
Cartesian coordinates (Å):
C: 0.9852 0.0846 4.4965  -1.339
C: 0.3076 -0.4892 3.2334  -0.306
C: 0.8717 0.1053 1.9477  -0.691
F: 0.2942 1.3559 1.7282  -0.463
C: 0.6809 -0.7713 0.7032  -0.713
C: -0.7997 -0.9264 0.2658  1.166
F: -1.6651 -0.2426 1.0624  -0.701
C: -1.2340 -2.3904 0.2329  -1.238
C: -2.7498 -2.5837 0.1048  -0.466
C: -3.4874 -2.6796 1.4666  0.695
C: -3.8992 -4.1282 1.8126  -1.557
C: -4.6901 -1.7309 1.4998  -0.611
C: -5.7043 -1.9767 0.3560  -1.199
C: -5.6430 -0.9818 -0.7825  -0.243
C: -6.1388 0.2534 -0.7533  0.839
C: -6.6499 0.9071 0.5050  -1.580
C: -6.2416 1.0515 -2.0354  -1.437
N: -1.0527 -0.3787 -1.1211  0.073
C: -0.4067 0.8987 -1.5209  -1.112
N: -1.1228 2.0405 -0.9429  0.625
C: -0.5589 3.2813 -1.5474  0.788
C: 0.1927 4.1684 -0.6073  -1.269
O: -0.7110 3.4906 -2.7040  -0.463
C: -2.5459 1.9383 -1.2758  0.412
C: -3.4457 2.4693 -0.2119  -0.814
O: -2.9028 1.3943 -2.2791  -0.506
C: 1.0712 0.8964 -1.1196  -2.107
C: 1.6190 -0.4061 -0.4951  -0.037
C: 3.0445 -0.0691 -0.0203  -2.337
O: 3.8369 0.1187 -1.1797  -0.224
N: 4.7529 1.2860 -1.0587  0.159
O: 5.5513 1.1234 -0.2532  -0.202
N: 1.6384 -1.5477 -1.4845  0.597
C: 2.2801 -2.7641 -1.2037  0.601
O: 2.4852 -3.6196 -1.9787  -0.472
F: 2.5638 -2.8784 0.1038  -0.219
C: 1.7953 -1.2239 -2.8761  0.232
O: 2.7635 -1.2100 -3.5345  -0.394
F: 0.5582 -0.9434 -3.3948  -0.283
H: 1.8324 0.7158 4.2422  0.221
H: 1.3032 -0.7323 5.1453  0.314
H: 0.2703 0.6677 5.0713  0.438
H: -0.7577 -0.2581 3.2713  0.156
H: 0.3758 -1.5795 3.2037  0.459
H: 1.9313 0.2834 2.1275  0.638
H: 0.9695 -1.7700 1.0208  1.639
H: -0.6720 -2.9109 -0.5488  0.595
H: -0.9087 -2.8256 1.1817  0.506
H: -2.9166 -3.5028 -0.4592  0.849
H: -3.2171 -1.7894 -0.4872  -0.750
H: -2.7916 -2.3258 2.2344  0.423
H: -3.4946 -4.4210 2.7815  0.394
H: -4.9833 -4.2289 1.8421  0.373
H: -3.5136 -4.8500 1.0910  0.359
H: -5.1776 -1.8325 2.4729  0.436
H: -4.3435 -0.6947 1.4435  -0.178
H: -6.7209 -1.9515 0.7552  0.397
H: -5.5659 -2.9792 -0.0548  0.529
H: -5.2092 -1.3241 -1.7206  0.567
H: -6.0366 0.6854 1.3783  0.341
H: -6.6633 1.9907 0.3766  0.390
H: -7.6802 0.6207 0.7376  0.386
H: -6.3811 2.1168 -1.8449  0.371
H: -5.3400 0.9496 -2.6429  0.264
H: -7.0835 0.7043 -2.6359  0.404
H: -0.7412 -1.0986 -1.7791  0.937
H: -2.0718 -0.3308 -1.2453  0.427
H: -0.4934 0.9368 -2.6078  0.626
H: 0.2047 5.1768 -1.0134  0.451
H: -0.1954 4.1196 0.4066  0.315
H: 1.2294 3.8162 -0.5835  0.244
H: -2.9822 3.3272 0.2778  0.414
H: -4.4220 2.7092 -0.6206  0.292
H: -3.5307 1.6986 0.5608  -0.027
H: 1.7036 1.2630 -1.9292  0.522
H: 1.1712 1.6052 -0.2986  1.508
H: 3.0011 0.8604 0.5539  0.988
H: 3.4655 -0.8263 0.6426  0.508
C: 5.4755 3.4318 6.2996  -1.128
C: 4.6531 3.0572 7.5259  -0.435
C: 3.5305 2.0611 7.2084  -0.420
C: 2.5799 2.6059 6.2383  0.329
N: 1.8332 3.0327 5.4824  -0.490
H: 4.8613 3.9300 5.5479  0.342
H: 6.2802 4.1136 6.5716  0.333
H: 5.9258 2.5481 5.8426  0.295
H: 4.2201 3.9554 7.9684  0.300
H: 5.3002 2.6100 8.2814  0.306
H: 2.9773 1.8028 8.1121  0.351
H: 3.9454 1.1383 6.7971  0.286
C: 3.9197 -2.3612 -6.8489  -1.035
C: 4.9083 -1.2093 -6.7182  -0.273
C: 5.5718 -0.8410 -8.0503  -0.515
C: 6.3273 -1.9662 -8.6016  0.219
N: 6.9049 -2.8548 -9.0326  -0.400
H: 4.4148 -3.2743 -7.1810  0.385
H: 3.4516 -2.5711 -5.8873  0.175
H: 3.1308 -2.1230 -7.5652  0.310
H: 5.6797 -1.4714 -5.9917  0.304
H: 4.3927 -0.3277 -6.3322  0.222
H: 6.2581 -0.0033 -7.9210  0.306
H: 4.8189 -0.5438 -8.7825  0.302

Force components x, y, z for each atom (eV/Å):
C -0.46 -0.52 -0.11
C -0.26 0.20 0.13
C -0.29 -0.19 0.32
F 0.20 0.19 0.00
C 0.23 -0.22 -0.37
C 0.11 -0.60 -0.18
F -0.06 0.31 0.10
C -0.12 0.05 0.35
C -0.11 -0.23 -0.06
C 0.05 0.15 -0.12
C 0.30 0.12 0.02
C -0.06 -0.04 0.01
C 0.01 0.28 0.03
C 0.19 -0.17 0.06
C 0.14 0.20 -0.14
C -0.25 0.10 -0.07
C 0.26 0.05 0.01
N -0.05 -0.41 0.28
C 0.25 0.71 -0.76
N -0.21 -0.85 0.10
C 0.08 0.24 0.80
C 0.10 -0.07 -0.08
O -0.08 0.01 -0.63
C 0.22 0.65 0.49
C 0.24 0.33 0.00
O -0.17 -0.66 -0.28
C 0.05 -0.04 0.30
C -0.46 0.46 0.23
C 0.22 -0.02 0.19
O -0.39 0.00 -0.07
N 0.37 -0.06 -0.23
O -0.12 0.11 0.21
N 0.45 0.26 -0.01
C -0.25 0.24 0.13
O 0.11 -0.28 -0.14
F -0.03 -0.03 -0.12
C 0.07 -0.04 -0.25
O -0.62 0.00 0.26
F 0.49 -0.07 0.15
H 0.02 0.03 0.12
H 0.20 0.09 -0.03
H 0.16 0.22 -0.05
H 0.01 -0.07 -0.12
H 0.18 0.03 -0.04
H 0.07 -0.08 -0.18
H 0.09 0.05 0.09
H 0.01 0.07 -0.04
H 0.05 -0.04 -0.05
H -0.05 0.06 -0.05
H 0.11 0.02 -0.05
H -0.02 -0.03 0.00
H -0.17 0.00 0.05
H 0.01 -0.08 0.03
H -0.06 0.01 -0.02
H -0.02 -0.04 -0.04
H 0.08 -0.04 0.01
H 0.05 -0.06 0.07
H -0.04 -0.02 0.06
H -0.21 -0.08 -0.06
H -0.06 -0.11 -0.01
H 0.00 -0.02 0.06
H 0.03 -0.08 -0.02
H -0.07 -0.02 0.00
H -0.09 -0.07 0.01
H -0.07 0.07 0.05
H 0.10 0.11 -0.10
H 0.03 0.16 -0.08
H -0.13 -0.15 0.03
H -0.03 0.03 0.10
H -0.05 0.04 -0.02
H -0.03 0.03 0.06
H -0.10 0.05 -0.04
H -0.02 -0.03 0.05
H -0.07 -0.03 -0.09
H -0.06 -0.18 -0.11
H -0.02 0.04 -0.08
H 0.00 0.02 -0.06
H -0.06 -0.12 -0.10
C -0.01 0.01 0.02
C 0.09 0.05 -0.07
C 0.08 0.11 0.07
C 0.20 -0.16 0.30
N -0.20 0.21 -0.29
H -0.01 -0.02 -0.01
H 0.01 -0.01 0.00
H 0.00 0.00 0.00
H -0.02 -0.02 0.03
H -0.05 -0.03 0.02
H -0.01 -0.03 -0.01
H -0.02 -0.01 0.00
C 0.00 0.00 0.05
C -0.10 -0.09 0.04
C 0.01 -0.01 0.15
C -0.22 0.36 0.03
N 0.23 -0.36 -0.11
H 0.01 0.02 -0.04
H -0.02 0.00 -0.01
H 0.00 -0.01 -0.01
H 0.03 0.04 -0.01
H 0.05 0.05 -0.04
H -0.01 0.02 -0.03
H 0.01 0.00 -0.02